{
  "formula": "C4H28NO12",
  "method": "wB97M-V/def2-TZVPD",
  "relative_energy_kcal_mol": 96.11,
  "e_tot_ha": -1126.83766,
  "charge": -1,
  "fmax_ev_per_a": 2.9,
  "spin_multiplicity": 1,
  "species": ["O", "O", "O", "O", "O", "O", "O", "O", "O", "O", "O", "O", "N", "C", "C", "C", "C", "H", "H", "H", "H", "H", "H", "H", "H", "H", "H", "H", "H", "H", "H", "H", "H", "H", "H", "H", "H", "H", "H", "H", "H", "H", "H", "H", "H"],
  "xyz": [[-0.957085, 1.374811, -4.584029], [1.807727, -0.670908, -4.764553], [0.575214, 0.865204, -2.470293], [0.851931, 3.858561, -3.590233], [0.197654, -4.718006, -0.071603], [-3.769040, 2.564509, 1.872325], [3.455156, 1.670492, 0.669113], [-3.132220, 0.608687, 3.318033], [1.021324, -1.011973, 2.836795], [3.641512, -1.534839, -0.079473], [-3.247174, -0.424027, 1.111796], [-1.560659, -1.492911, 4.008619], [0.065861, 0.451057, -0.322093], [1.180526, -0.671867, 1.514386], [0.626380, 1.189889, -1.275840], [0.322092, 0.564824, 1.096759], [-0.660182, -0.810592, -0.798892], [-1.619239, 1.951863, -4.169161], [-2.845263, 0.393850, 0.810558], [-0.398244, -1.562931, -0.025212], [2.481767, -0.394518, -4.150553], [-3.633292, 0.368236, 4.092824], [-4.150613, 2.095363, 1.137830], [-1.697889, -0.680710, -0.690633], [-1.534543, -2.135262, 3.310131], [0.682040, 3.940556, -2.656996], [0.701710, -4.344366, 0.650843], [0.625902, 2.958646, -3.911006], [-3.058069, -0.263257, 2.143238], [3.949144, 1.149692, 1.321802], [-0.621708, 0.563547, 1.670128], [0.966113, -0.339569, -4.439115], [-1.906897, -0.596884, 3.838743], [3.466939, -2.364235, -0.531627], [1.475964, 1.926188, -1.069211], [-0.366504, -3.973093, -0.282596], [2.274908, -0.549708, 1.469672], [-0.663968, 1.020366, -3.707414], [1.052117, -1.517776, 0.761371], [-3.392333, 1.919836, 2.561742], [0.069226, -0.941141, 3.160763], [4.284891, -1.973328, 0.526802], [3.116682, 1.065892, -0.016271], [0.597176, 1.546831, 1.481118], [-0.275017, -1.076991, -1.758592]],
  "atomic_forces_ev_per_a": [[-0.483, 0.150, 1.594], [-0.120, -0.534, -0.661], [-0.591, 0.505, -0.163], [0.144, -0.185, -1.051], [0.065, 0.132, 0.002], [0.609, 1.255, 0.271], [0.027, 0.002, -0.185], [1.357, -0.288, 0.854], [-1.781, -0.394, 1.545], [1.356, -1.455, 0.715], [0.888, -0.494, 0.490], [1.432, -0.459, 1.654], [-0.784, -0.262, -0.841], [1.164, 0.410, -0.574], [2.477, -0.832, -0.531], [-0.547, -0.933, 0.984], [1.732, 0.766, 2.256], [-0.215, 0.250, -0.938], [-0.117, 0.234, -0.322], [-0.407, 0.332, -0.878], [-0.007, 0.305, 0.413], [-0.355, 0.013, 0.201], [-0.142, -0.601, 0.085], [-1.364, 0.240, -0.402], [-0.642, 0.299, -0.761], [-0.199, -0.421, 0.325], [0.371, -0.161, 0.406], [0.019, 0.592, 0.682], [-1.209, 0.192, -0.925], [-0.384, 0.000, -0.537], [-0.205, -0.888, -0.451], [0.174, 0.228, 0.198], [-1.045, 0.247, -1.082], [-0.838, 0.097, -0.962], [-1.623, -0.262, 0.792], [-0.436, 0.072, -0.374], [-0.539, 0.723, -0.502], [0.596, -0.273, -0.854], [-0.175, 0.826, 1.163], [-0.821, -0.305, -0.622], [1.273, -0.345, -0.370], [-0.317, 1.275, 0.027], [0.517, 0.016, 0.707], [1.207, 0.057, -0.837], [-0.062, -0.127, -0.540]],
  "nbo_charge": [-0.97, -0.95, -0.74, -0.97, -0.93, -1.04, -0.95, -1.22, -0.75, -0.93, -1.04, -1.01, -0.40, -0.05, 0.52, -0.29, -0.42, 0.46, 0.44, 0.19, 0.47, 0.45, 0.45, 0.24, 0.47, 0.46, 0.46, 0.50, 0.50, 0.47, 0.23, 0.49, 0.52, 0.47, 0.15, 0.47, 0.18, 0.49, 0.13, 0.52, 0.50, 0.47, 0.48, 0.25, 0.23]
}

=====

{
  "formula": "C4H29N3O10",
  "method": "wB97M-V/def2-TZVPD",
  "relative_energy_kcal_mol": 0.00,
  "e_tot_ha": -1086.43445,
  "charge": -1,
  "fmax_ev_per_a": 3.2,
  "spin_multiplicity": 2,
  "species": ["O", "O", "O", "O", "O", "O", "O", "O", "O", "O", "N", "N", "N", "C", "C", "C", "C", "H", "H", "H", "H", "H", "H", "H", "H", "H", "H", "H", "H", "H", "H", "H", "H", "H", "H", "H", "H", "H", "H", "H", "H", "H", "H", "H", "H", "H"],
  "xyz": [[1.227032, 1.549130, 3.415781], [-0.587126, -3.207784, 2.657816], [2.503137, -0.541111, 1.305482], [-0.844488, -3.370872, -0.366999], [2.540459, 0.526416, -1.443141], [1.670617, -2.299926, 3.243537], [0.780122, 4.190954, -0.456436], [-0.591861, -0.418268, 1.280035], [2.259006, -2.645218, -1.167446], [0.899074, 2.367024, -2.585439], [-2.257994, -0.089907, -1.697359], [0.040576, -0.262553, -2.300893], [-0.335659, 1.664418, 0.575093], [-2.249183, 0.555813, -0.411225], [-1.275204, 0.319350, -2.654063], [-3.418809, 0.192978, 0.459583], [-0.954252, 0.454956, 0.509316], [1.372693, -2.928293, -0.912999], [-0.562364, 2.446894, -0.021524], [0.781752, -2.170163, 3.580331], [1.692312, 2.786400, -2.970522], [-0.939832, -3.582904, -1.306876], [1.857151, 0.687553, -0.777625], [-4.415969, 0.616720, 0.390997], [-1.467578, 0.027811, -3.675915], [1.009890, 3.754099, -1.306404], [0.304713, 1.853206, 1.326196], [-0.746488, -3.496543, 1.740646], [2.118529, 0.098787, 1.911375], [1.073223, 2.432787, 3.757949], [1.981272, -1.792484, -1.548362], [-2.348370, -1.095723, -1.622224], [-2.266559, 1.640352, -0.651554], [2.043707, -1.353685, 1.546745], [-3.097788, 0.735118, 1.399293], [0.889750, 0.049681, -2.748433], [0.201717, -0.196922, -1.308023], [-0.913693, -2.323995, 2.372539], [-0.596255, -2.436484, -0.489003], [-1.140085, 1.398137, -2.718383], [1.553837, 4.088881, 0.109301], [1.493369, -3.140294, 2.807200], [0.242424, 2.673241, -3.252113], [3.184891, 0.082187, -0.877692], [0.934230, 1.008507, 4.131224], [-3.645926, -0.848273, 0.750211]],
  "atomic_forces_ev_per_a": [[0.237, 0.677, -0.593], [-1.711, 0.670, -1.718], [0.151, 0.350, -0.462], [0.241, 0.731, -0.822], [0.391, -0.300, 0.491], [0.533, -0.160, 0.391], [-0.086, 0.119, 0.061], [-0.539, -1.593, -0.277], [-0.843, 0.490, -0.220], [-0.057, 0.736, -0.609], [-0.574, -0.211, -0.307], [-0.695, -1.735, 0.266], [-0.428, -0.268, -0.325], [0.531, 0.233, -0.965], [2.193, -0.098, 0.183], [-0.191, 0.770, 3.121], [-0.162, 2.293, 0.401], [0.175, -0.694, 0.303], [0.183, -0.003, -0.060], [0.006, 0.312, 0.152], [0.325, -0.217, 0.049], [-0.140, -0.582, 0.182], [-0.040, 0.354, -0.190], [0.019, 0.423, -1.415], [-0.622, -0.427, -0.162], [-0.205, -0.018, 0.312], [0.287, -0.276, 0.084], [0.393, -1.297, 0.129], [0.011, 0.118, 0.132], [0.110, 0.349, -0.164], [0.751, 0.111, -0.117], [0.110, 0.049, -0.101], [-0.333, -0.577, 0.267], [0.106, 0.002, 0.147], [-0.505, -0.953, -0.238], [-0.355, 0.583, -0.237], [0.041, 0.272, -0.053], [0.331, 0.383, 1.084], [-0.106, 0.119, 0.655], [-0.767, 0.203, 0.485], [0.112, -0.009, -0.136], [0.297, -0.067, -0.082], [-0.026, 0.078, 0.160], [0.223, -0.111, -0.033], [-0.313, -0.983, 0.660], [0.940, 0.153, -0.431]],
  "lowdin_spin": [0.03, 0.00, 0.01, 0.00, 0.05, 0.00, 0.08, 0.01, 0.00, 0.30, 0.00, 0.01, 0.02, 0.02, 0.06, 0.01, 0.01, 0.00, 0.02, 0.00, 0.08, 0.00, 0.01, 0.00, 0.01, 0.03, 0.01, 0.00, 0.00, 0.01, 0.00, 0.00, 0.02, 0.00, 0.00, 0.02, 0.01, 0.00, 0.00, 0.03, 0.03, 0.00, 0.10, 0.00, 0.01, 0.00]
}

=====

{
  "formula": "C4H29NO10",
  "method": "wB97M-V/def2-TZVPD",
  "relative_energy_kcal_mol": 0.00,
  "e_tot_ha": -976.63985,
  "charge": 1,
  "fmax_ev_per_a": 3.1,
  "spin_multiplicity": 2,
  "species": ["O", "O", "O", "O", "O", "O", "O", "O", "O", "O", "N", "C", "C", "C", "C", "H", "H", "H", "H", "H", "H", "H", "H", "H", "H", "H", "H", "H", "H", "H", "H", "H", "H", "H", "H", "H", "H", "H", "H", "H", "H", "H", "H", "H"],
  "xyz": [[-0.927952, -2.983360, 3.594721], [2.857246, 1.436587, 1.761522], [0.246735, -0.221308, 2.761947], [-0.869689, 0.856484, -3.717157], [3.656004, 0.999635, -2.105542], [0.649456, 2.103344, 0.405373], [-3.058297, -1.826405, 1.986357], [2.370895, -1.127199, 1.781691], [-1.370859, 2.357633, 2.044947], [1.866479, -0.142175, -3.831270], [-1.691497, 0.781587, -0.698942], [0.246679, -2.441456, -1.063163], [-0.231965, -1.103180, -0.641278], [-2.690983, 1.517233, -1.422636], [-1.268288, -0.399688, -1.191423], [-0.920619, 1.381367, -0.401617], [0.065110, 1.119410, -3.790745], [0.616649, 3.056139, 0.561905], [-0.570333, -3.159810, -1.090258], [3.013043, 1.670503, 2.685041], [-1.493941, -3.069799, 2.814273], [-3.703249, -1.800007, 1.278755], [-0.651320, 0.135375, 2.815885], [0.664754, -2.321448, -2.069022], [1.080096, -2.729404, -0.441919], [1.467121, -0.555351, -3.053637], [-3.748056, 1.381141, -1.114628], [2.586150, 0.327409, -3.339563], [-0.512982, 2.450304, 1.582841], [1.446789, 1.832034, 0.938472], [0.760456, 0.588844, 2.679577], [-2.463169, 2.568554, -1.572078], [0.284069, -0.717250, 0.250605], [2.484514, -1.719483, 1.027624], [-0.729230, -2.059860, 3.763092], [2.987839, 0.456297, 1.784895], [-2.927296, 1.002085, -2.370622], [3.379679, 0.747494, -1.218472], [-1.906698, -1.017718, -1.829618], [-0.788350, -0.079681, -3.937895], [3.711220, 1.964793, -2.002944], [-1.942591, 1.896938, 1.424487], [1.495446, -1.423171, 2.105196], [-3.469080, -1.733418, 2.855233]],
  "atomic_forces_ev_per_a": [[0.116, -0.618, 0.015], [0.126, -0.435, 0.420], [-0.809, 0.386, 0.061], [0.473, -0.271, 0.226], [-0.070, 0.704, 0.511], [0.617, 0.331, 0.047], [0.818, 0.104, -0.033], [-0.385, -1.316, -0.757], [0.053, 0.120, 0.311], [0.191, 0.275, 1.070], [0.890, -0.386, -1.975], [-0.044, 0.960, -0.605], [1.342, 0.015, 1.567], [-2.626, -0.828, -1.407], [-1.302, -0.544, 0.976], [0.241, -0.226, 0.846], [-0.165, 0.061, -0.131], [0.302, 0.229, -0.597], [0.153, -0.268, -0.016], [0.126, 0.415, -0.083], [0.133, 0.521, 0.291], [-0.499, -0.017, 0.377], [-0.108, -0.096, 0.051], [-0.165, -0.399, -0.196], [-0.107, -0.509, 0.252], [-0.215, -0.256, -0.360], [0.644, 0.482, 1.393], [-0.097, -0.040, -0.768], [-0.968, -0.520, 0.423], [0.022, -0.106, -0.261], [0.285, -0.037, 0.077], [0.148, -0.179, 0.120], [-0.310, 0.382, -0.483], [0.668, 0.045, 0.109], [-0.125, 0.085, -0.300], [-0.351, 0.350, -0.236], [1.173, 0.562, -0.193], [0.093, -0.291, 0.112], [-0.158, 0.883, -0.268], [-0.195, 0.091, -0.339], [0.155, -0.259, -0.409], [-0.085, 0.061, 0.113], [0.365, 0.597, 0.451], [-0.354, -0.057, -0.405]],
  "lowdin_spin": [0.00, 0.00, 0.00, 0.00, 0.00, 0.00, 0.00, 0.00, 0.00, 0.00, 0.31, 0.07, 0.37, 0.04, 0.11, 0.01, 0.00, 0.00, 0.02, 0.00, 0.00, 0.00, 0.00, 0.02, 0.00, 0.00, 0.02, 0.00, 0.00, 0.00, 0.00, 0.00, 0.01, 0.00, 0.00, 0.00, 0.01, 0.00, 0.00, 0.00, 0.00, 0.00, 0.00, 0.00]
}